No. 1
DFT (ωB97M-V/def2-TZVPD) results for a cluster of 2 separate species, C13H25F3N3O5P in total in a non-equilibrium geometry.

Properties
Gap between HOMO and LUMO, eV: 9.3
SMILES: CC(=O)NCCCCN(CCOCC(F)(F)F)CP(=O)(O)O.CC#N
Charge: 0

Geometry as XYZ:
```
50
C13H25F3N3O5P (ωB97M-V/def2-TZVPD)
C 1.51 -0.85 2.21
C 1.70 -1.78 0.85
O 2.71 -2.70 0.90
N 0.85 -1.67 -0.40
C -0.59 -1.65 0.06
C -1.69 -1.95 -1.12
C -1.61 -0.93 -2.41
C -2.41 0.48 -2.19
N -2.34 1.02 -0.75
C -1.40 2.20 -0.65
C 0.15 1.91 -1.08
O 0.77 3.13 -1.69
C 2.02 3.49 -0.99
C 3.36 2.71 -1.58
F 3.00 1.61 -2.54
F 4.05 2.14 -0.37
F 4.26 3.68 -2.30
C -3.80 1.43 -0.47
P -4.09 2.09 1.30
O -3.67 3.64 1.29
O -3.00 1.29 2.45
O -5.77 1.90 1.77
H 1.84 0.28 2.04
H 0.38 -0.83 2.57
H 2.13 -1.31 3.10
H 1.08 -0.76 -0.91
H -0.70 -2.50 0.87
H -0.77 -0.63 0.62
H -1.61 -3.06 -1.50
H -2.79 -1.84 -0.68
H -2.17 -1.49 -3.30
H -0.50 -0.76 -2.81
H -1.92 1.30 -2.89
H -3.53 0.40 -2.55
H -1.91 3.10 -1.23
H -1.36 2.57 0.49
H 0.30 1.04 -1.85
H 0.75 1.59 -0.11
H 2.21 4.65 -1.19
H 1.95 3.39 0.19
H -4.41 0.41 -0.55
H -4.15 2.14 -1.33
H -3.50 1.35 3.32
H -5.82 1.04 2.31
C 5.08 -4.89 1.82
C 5.09 -5.88 2.91
N 5.11 -6.66 3.78
H 4.08 -4.46 1.68
H 5.77 -4.06 2.01
H 5.37 -5.34 0.86
```

***

No. 2
DFT (ωB97M-V/def2-TZVPD) results for the ion C13H25IN3O4 with charge +1 in a non-equilibrium geometry.

Properties
Energy relative to the best compared isomer or geometry (same formula, charge and spin), kJ/mol: 15.3
Gap between HOMO and LUMO, eV: 6.3
SMILES: CCCO[C@H]1NC(N)=[NH+][C@@](CCCC(=O)O)([C@@H](I)CC)O1
Charge: +1

Geometry as XYZ:
```
46
C13H25IN3O4 (ωB97M-V/def2-TZVPD)
C 3.72 -2.82 -0.11
C 4.17 -1.71 -1.07
C 3.84 -0.32 -0.58
O 2.46 -0.12 -0.22
C 1.56 -0.17 -1.26
N 0.83 -1.48 -1.13
C -0.01 -1.33 -0.04
N 0.16 -2.05 1.06
N -0.98 -0.35 -0.13
C -0.28 0.98 -0.26
C -1.32 2.00 -0.77
C -2.78 1.73 -0.40
C -3.56 0.96 -1.47
C -4.14 -0.36 -1.00
O -4.41 -1.26 -1.78
O -4.36 -0.50 0.35
C 0.32 1.48 1.08
I 1.82 2.98 0.79
C -0.68 1.99 2.11
C -1.54 0.90 2.78
O 0.72 0.93 -1.28
H 3.59 -2.43 0.89
H 4.45 -3.62 -0.13
H 2.79 -3.25 -0.47
H 3.64 -1.86 -2.02
H 5.22 -1.75 -1.32
H 4.40 -0.15 0.33
H 4.14 0.47 -1.27
H 2.09 -0.20 -2.21
H 0.26 -1.63 -1.96
H -0.54 -2.69 1.41
H 1.02 -1.94 1.59
H -1.44 -0.53 -1.03
H -1.23 1.93 -1.86
H -1.00 3.00 -0.51
H -3.24 2.71 -0.31
H -2.91 1.26 0.57
H -2.92 0.72 -2.32
H -4.35 1.58 -1.89
H -3.61 -0.93 0.77
H 0.85 0.65 1.55
H -0.08 2.42 2.91
H -1.28 2.81 1.75
H -1.26 0.76 3.82
H -2.57 1.25 2.80
H -1.55 -0.04 2.24
```

***

No. 3
DFT (ωB97M-V/def2-TZVPD) results for a structure of composition C13H25N2NiO3Si.

Properties
Expectation value of S²: 2.006
2S+1: 3
Gap between HOMO and LUMO (spin up / spin down), eV: 9.1 / 8.0
Charge: +1

Geometry as XYZ:
```
45
C13H25N2NiO3Si (ωB97M-V/def2-TZVPD)
Ni -0.06 0.09 0.27
C -0.62 4.70 -1.90
N 0.21 3.87 -1.03
C 1.20 4.49 -0.13
C 0.06 2.57 -0.96
O 0.75 1.86 -0.20
C -1.01 1.91 -1.82
O -0.91 0.49 -1.73
C -0.19 -0.18 -2.75
C 1.07 -0.81 -2.18
O 1.19 -0.89 -0.94
N 1.99 -1.28 -3.00
C 1.85 -1.31 -4.45
C 3.22 -1.88 -2.47
H -0.37 5.74 -1.72
H -1.68 4.57 -1.69
H -0.43 4.49 -2.95
H 1.23 5.56 -0.33
H 2.18 4.06 -0.30
H 0.92 4.32 0.91
H -0.94 2.24 -2.85
H -1.99 2.19 -1.43
H 0.04 0.50 -3.57
H -0.83 -0.98 -3.13
H 0.84 -1.08 -4.77
H 2.09 -2.31 -4.80
H 2.55 -0.61 -4.92
H 3.31 -1.67 -1.41
H 4.07 -1.46 -3.01
H 3.20 -2.96 -2.63
C -5.09 -0.28 3.17
Si -3.94 1.18 3.13
C -4.77 2.64 2.32
C -3.33 1.63 4.83
C -2.48 0.74 2.09
C -1.52 0.42 1.41
H -5.95 -0.07 3.81
H -4.58 -1.17 3.54
H -5.46 -0.48 2.16
H -5.64 2.95 2.90
H -5.11 2.37 1.31
H -4.09 3.49 2.24
H -4.17 1.86 5.49
H -2.68 2.51 4.79
H -2.76 0.81 5.27
```

***

No. 4
DFT (ωB97M-V/def2-TZVPD) results for a cluster of 2 separate species, C13H25N2O3S2 in total in a non-equilibrium geometry.

Properties
Gap between HOMO and LUMO, eV: 9.6
Charge: +1

Geometry as XYZ:
```
45
C13H25N2O3S2 (ωB97M-V/def2-TZVPD)
O 6.17 -1.07 3.38
S 4.83 -1.39 3.03
O 3.88 -1.39 4.09
C 4.76 -2.95 2.20
C 3.54 -3.17 1.26
C 2.92 -1.90 0.64
C 3.02 -0.65 1.48
N 2.54 0.51 0.65
C 3.35 0.94 -0.16
S 4.34 1.30 -1.30
O 4.36 -0.36 1.88
H 4.70 -3.67 3.02
H 5.69 -3.09 1.67
H 3.92 -3.76 0.43
H 2.80 -3.79 1.77
H 3.32 -1.75 -0.36
H 1.85 -2.09 0.51
H 2.36 -0.67 2.34
C -5.04 1.76 -0.09
C -3.71 1.70 0.67
C -2.48 2.04 -0.17
N -1.75 0.86 -0.78
C -0.90 0.20 0.26
C -2.64 -0.13 -1.46
C -2.99 0.53 -2.78
C -1.67 1.18 -3.21
C -0.86 1.37 -1.91
H -5.19 0.91 -0.75
H -5.87 1.77 0.62
H -5.10 2.67 -0.69
H -3.60 0.73 1.16
H -3.75 2.44 1.47
H -1.73 2.55 0.44
H -2.74 2.71 -0.99
H -1.55 -0.17 1.06
H -0.19 0.93 0.64
H -0.37 -0.63 -0.20
H -2.05 -1.03 -1.63
H -3.48 -0.38 -0.82
H -3.77 1.29 -2.64
H -3.37 -0.18 -3.51
H -1.84 2.13 -3.72
H -1.12 0.54 -3.89
H -0.59 2.40 -1.71
H 0.04 0.76 -1.92
```

***

Respective calculated total energy values: -46028.422; -34638.415; -71923.907; -44672.593 eV.